Record 1
Computed, not measured: C19H16F3In2O3 as an isolated structure, with wB97M-V/def2-TZVPD.

## Properties
Relative energy (zero: lowest compared OMol25 entry of this formula, charge and spin): 2.453 eV
LUMO level: -0.68816 hartree
Net charge: +5
2S+1: 1
Orbital gap: 1.50 eV

Geometry as XYZ:
```
43
C19H16F3In2O3, DFT wB97M-V/def2-TZVPD
In 4.068 -1.203 3.534
In 5.663 1.254 -1.555
F -2.556 4.244 1.445
F 3.470 -0.349 -3.186
F 1.171 -1.910 4.959
O 3.024 1.082 -0.218
O 0.810 0.722 0.040
O 2.263 0.158 1.666
C 2.749 -1.237 -3.804
C -1.470 3.040 -0.259
C -2.311 4.102 0.209
C 2.871 -1.297 -5.219
C -0.117 -1.950 5.148
C 2.120 0.632 0.504
C -0.657 -3.242 5.425
C -2.571 4.929 -2.021
C 1.860 -2.104 -3.085
C -2.259 -0.893 5.010
C -0.910 -0.800 4.885
C 1.100 -3.006 -3.757
C -1.185 2.844 -1.561
C -2.822 5.060 -0.696
C -2.020 -3.337 5.539
C -2.808 -2.178 5.362
C 2.108 -2.195 -5.904
C -1.712 3.848 -2.464
C 1.207 -3.047 -5.172
H -3.570 5.693 -0.222
H 0.423 0.224 0.777
H -1.141 2.312 0.473
H -0.461 0.173 4.733
H 0.344 -3.628 -3.297
H 0.563 -3.681 -5.774
H 2.101 -2.146 -6.985
H -0.071 -4.148 5.510
H -3.884 -2.297 5.457
H 1.883 -1.996 -2.008
H -3.048 5.515 -2.796
H -1.656 3.753 -3.545
H -2.979 -0.099 4.869
H -2.470 -4.316 5.647
H -0.563 2.030 -1.898
H 3.443 -0.556 -5.765
```

natural (NBO) atomic charge list, values in e, 6 entries: atom 1 (In): 0.988, atom 2 (In): 0.991, atom 3 (F): -0.148, atom 4 (F): -0.230, atom 5 (F): -0.223, atom 6 (O): -0.791

Record 2
Computed, not measured: C19H16F6N3O8P2W as an isolated structure, with wB97M-V/def2-TZVPD.

## Properties
Relative energy (zero: lowest compared OMol25 entry of this formula, charge and spin): 0.000 eV
LUMO level (spin up / spin down): -0.16414 / -0.16097 hartree
Net charge: +1
2S+1: 1
Orbital gap (spin up / spin down): 6.25 / 6.23 eV

Geometry as XYZ:
```
55
C19H16F6N3O8P2W, DFT wB97M-V/def2-TZVPD
W -0.126 -0.388 -0.424
P 0.052 -3.244 -2.043
P -2.501 -1.939 -1.844
F 4.409 -0.444 2.177
F 2.947 -1.884 1.485
F 4.270 2.078 1.099
F 2.154 2.181 1.560
F 2.819 2.390 -0.479
F 2.322 -0.219 2.707
O 0.573 -4.025 -0.741
O -2.565 -1.315 -3.165
O 1.609 0.014 0.056
O 0.413 -3.892 -3.293
O 0.474 -1.773 -1.822
O -1.984 -1.002 -0.691
O -3.858 -2.491 -1.258
O -1.545 -3.219 -1.746
N -0.393 -1.165 1.595
N -1.027 1.187 0.569
N -0.615 0.955 -2.061
C 2.932 0.221 0.431
C -1.164 1.108 1.899
C -0.952 -0.507 3.817
C -0.447 0.726 -3.362
C -0.672 -1.793 4.265
C -0.827 1.657 -4.318
C -1.906 3.363 0.487
C -0.814 -0.219 2.476
C 3.889 -0.242 -0.655
C -1.404 2.837 -3.897
C -0.144 -2.403 2.025
C 3.058 1.743 0.669
C -1.195 2.109 -1.633
C -1.651 2.202 2.595
C -2.016 3.329 1.871
C 3.166 -0.584 1.729
C -1.595 3.068 -2.536
C -0.275 -2.756 3.359
C -1.390 2.254 -0.159
H -0.683 1.436 -5.365
H 3.695 0.319 -1.567
H -0.058 -3.768 3.667
H -1.759 2.185 3.669
H -0.013 -0.230 -3.619
H -2.208 4.242 -0.062
H 4.921 -0.086 -0.348
H 0.921 -4.890 -0.993
H 3.721 -1.299 -0.850
H -0.774 -2.032 5.315
H -2.061 3.984 -2.205
H -2.402 4.193 2.395
H -1.720 3.580 -4.616
H 0.177 -3.110 1.271
H -4.502 -2.689 -1.950
H -1.278 0.249 4.515
```

natural (NBO) atomic charge list, values in e, 6 entries: atom 1 (W): 1.872, atom 2 (P): 2.567, atom 3 (P): 2.574, atom 4 (F): -0.297, atom 5 (F): -0.312, atom 6 (F): -0.296

Record 3
Computed, not measured: C19H16N4O4PtSe as an isolated structure, with wB97M-V/def2-TZVPD.

## Properties
Relative energy (zero: lowest compared OMol25 entry of this formula, charge and spin): 0.256 eV
LUMO level: 0.00868 hartree
Net charge: 0
2S+1: 1
Orbital gap: 7.97 eV

Geometry as XYZ:
```
45
C19H16N4O4PtSe, DFT wB97M-V/def2-TZVPD
Pt 0.142 -0.376 -0.780
Se 1.309 -2.260 0.453
O 0.134 1.824 1.890
O 0.182 -1.013 3.945
O -1.776 2.068 3.177
O -1.483 -1.295 2.358
N 3.985 -0.943 0.612
N 1.673 0.989 -0.492
N -2.639 -3.216 -2.202
N -1.204 -1.724 -1.545
C 1.722 2.030 -4.067
C -0.651 -1.161 3.155
C 1.251 1.810 -2.779
C 3.024 1.705 -4.427
C 3.882 1.151 -3.491
C -0.821 1.953 2.534
C -0.770 3.272 -2.840
C 2.955 -1.470 0.592
C -3.091 -2.200 0.036
C -0.836 1.220 -1.527
C 2.145 1.263 -1.849
C -2.124 1.575 -1.125
C 3.442 0.930 -2.192
C -2.062 3.586 -2.445
C -1.713 -3.113 -3.215
C -0.155 2.106 -2.388
C -0.824 -2.183 -2.798
C -2.302 -2.366 -1.209
C -2.736 2.737 -1.581
H -3.449 -3.811 -2.194
H -4.154 -2.339 -0.164
H 2.454 0.642 0.069
H -0.224 3.950 -3.486
H 1.337 1.846 -0.060
H 0.054 -1.800 -3.285
H -2.532 4.496 -2.796
H 3.360 1.874 -5.441
H 4.894 0.885 -3.764
H -3.740 2.981 -1.255
H 1.041 2.439 -4.804
H -2.931 -1.202 0.431
H -1.774 -3.692 -4.118
H 4.100 0.493 -1.450
H -2.670 0.924 -0.451
H -2.782 -2.913 0.799
```

natural (NBO) atomic charge list, values in e, 6 entries: atom 1 (Pt): 0.584, atom 2 (Se): -0.227, atom 3 (O): -0.529, atom 4 (O): -0.500, atom 5 (O): -0.506, atom 6 (O): -0.543

Record 4
Computed, not measured: one molecule with the formula C19H16N5O5P, with wB97M-V/def2-TZVPD.

## Properties
Relative energy (zero: lowest compared OMol25 entry of this formula, charge and spin): 0.000 eV
LUMO level: 0.00882 hartree
Net charge: 0
SMILES string: Nc1ncnc2c1c(-c1cccc(O)c1)nn2-c1cccc([P@@](=O)(O)CC(=O)O)c1
2S+1: 1
Orbital gap: 8.58 eV

Geometry as XYZ:
```
46
C19H16N5O5P, DFT wB97M-V/def2-TZVPD
P 3.854 2.197 -1.292
O -2.666 -5.946 -1.377
O 6.202 4.496 -0.728
O 4.395 4.706 0.617
O 4.076 3.006 -2.622
O 4.063 0.800 -1.730
N -0.847 0.473 0.342
N -4.695 -2.101 0.495
N -3.119 1.528 0.378
N -4.935 0.052 0.456
N -0.448 -0.852 0.378
C 5.201 3.998 0.010
C 1.360 1.401 -0.331
C 1.699 3.826 -0.521
C -1.552 -1.586 0.443
C 2.181 2.501 -0.644
C -4.069 -0.921 0.479
C -4.425 1.268 0.422
C -0.666 -3.664 1.486
C -1.489 -3.052 0.463
C -2.714 -0.754 0.480
C -1.230 -5.841 0.585
C -2.183 -3.826 -0.477
C 0.399 4.017 -0.051
C -2.245 0.516 0.380
C 0.020 1.591 0.167
C -0.519 -5.029 1.491
C -2.040 -5.202 -0.398
C 5.003 2.524 0.034
C -0.391 2.932 0.333
H 6.100 5.459 -0.642
H 5.947 1.970 -0.157
H 4.602 2.178 0.965
H -5.692 -1.939 0.622
H -0.183 -3.059 2.220
H -5.123 2.098 0.333
H 2.324 4.643 -0.846
H -4.237 -2.844 1.017
H 1.712 0.395 -0.482
H 0.065 5.047 0.089
H -1.202 -6.915 0.593
H -1.367 3.202 0.730
H 3.708 2.377 -3.240
H -2.761 -3.388 -1.292
H 0.081 -5.508 2.269
H -2.198 -6.776 -1.447
```

natural (NBO) atomic charge list, values in e, 6 entries: atom 1 (P): 2.173, atom 2 (O): -0.671, atom 3 (O): -0.655, atom 4 (O): -0.611, atom 5 (O): -0.971, atom 6 (O): -1.122

Record 5
Computed, not measured: C19H16N5O5S4SbV as an isolated structure, with wB97M-V/def2-TZVPD.

## Properties
⟨S²⟩: 3.785
LUMO level (spin up / spin down): 0.12176 / 0.12164 hartree
Net charge: -2
2S+1: 4
Orbital gap (spin up / spin down): 3.75 / 4.73 eV

Geometry as XYZ:
```
51
C19H16N5O5S4SbV, DFT wB97M-V/def2-TZVPD
Sb 2.211 3.326 -2.068
V 0.141 0.306 -0.329
S 3.239 1.073 -1.936
S 2.472 0.092 -0.269
S 0.050 2.522 -1.354
S 3.026 4.736 -0.377
O -1.059 -2.570 -2.937
O -0.103 1.389 1.555
O 0.180 -2.010 3.988
O -0.263 -0.680 -2.039
O 1.423 -0.877 2.493
N -8.030 7.084 1.226
N 1.870 2.454 1.836
N -3.931 1.769 0.354
N -2.089 0.642 -0.048
N -0.330 -1.682 0.398
C -1.641 -3.550 -0.344
C -6.149 2.699 0.655
C 0.547 2.419 1.802
C -4.775 2.872 0.524
C -0.723 -1.880 -1.982
C -3.104 -0.254 0.236
C -6.465 5.076 0.878
C -4.253 0.421 0.478
C 0.458 -1.601 2.694
C -1.895 -3.928 1.003
C -5.090 5.249 0.740
C -1.283 -3.233 2.012
C -4.255 4.166 0.568
C -7.328 6.188 1.067
C -6.981 3.785 0.831
C -0.166 3.717 2.074
C -0.425 -2.153 1.709
C -2.606 1.829 0.035
C -0.882 -2.426 -0.572
H -8.048 3.639 0.930
H -2.943 -1.319 0.252
H 0.379 4.334 2.788
H -1.179 3.516 2.423
H -4.674 6.247 0.774
H -0.199 4.246 1.116
H -2.046 -4.073 -1.197
H 2.318 3.332 1.556
H 2.327 1.627 1.455
H -2.044 2.732 -0.153
H -6.574 1.708 0.606
H 0.874 -1.580 4.511
H -5.229 0.069 0.750
H -2.542 -4.768 1.231
H -3.190 4.328 0.474
H -1.408 -3.512 3.049
```

natural (NBO) atomic charge list, values in e, 6 entries: atom 1 (Sb): 0.879, atom 2 (V): 1.189, atom 3 (S): -0.419, atom 4 (S): -0.346, atom 5 (S): -0.908, atom 6 (S): -1.064